Molecular formula: C9H11Cl2NO2Pb
Method: DFT, the ωB97M-V functional and the def2-TZVPD basis

Geometry (Å):
C1 -0.479 1.164 -2.566
C2 0.939 1.318 -2.338
C3 1.123 2.142 -1.161
C4 -0.201 2.508 -0.668
C5 -1.184 1.895 -1.540
Pb1 0.085 0.088 -0.149
N1 -1.431 -1.477 -0.421
C6 -0.421 -2.412 -0.938
C7 0.959 -1.785 -1.117
H1 2.096 2.397 -0.671
H2 1.754 0.806 -2.899
H3 -0.413 3.097 0.257
H4 -2.288 1.943 -1.404
H5 -0.946 0.527 -3.349
H6 1.322 -1.695 -2.149
H7 -0.334 -3.211 -0.184
H8 -2.442 -1.626 -0.399
H9 1.725 -2.039 -0.365
H10 -0.775 -2.752 -1.918
Cl1 0.303 -1.966 4.205
C8 0.215 -0.197 4.004
Cl2 1.791 0.603 4.256
C9 -0.257 0.113 2.624
O1 -1.320 0.722 2.331
O2 0.687 -0.373 1.870
H11 -0.506 0.210 4.691

The value obtained for the gap between HOMO and LUMO (alpha / beta) is 0.258 / 0.258 Eh. The calculation puts the highest occupied orbital energy (alpha / beta) at -0.306 / -0.306 Ha. The value obtained for the molecular weight is 443.30 g mol⁻¹. The total charge is 0. As for the LUMO energy (alpha / beta): -1.313 / -1.313 eV.

Table of natural (NBO) atomic charges, one value per atom, all in e: -0.314, -0.331, -0.367, -0.313, -0.331, 1.735, -1.002, -0.290, -0.614, 0.255, 0.240, 0.267, 0.254, 0.244, 0.232, 0.203, 0.398, 0.233, 0.196, 0.005, -0.290, -0.002, 0.739, -0.618, -0.765, 0.236



Molecular formula: C9H11ClN2O
Method: DFT, the ωB97M-V functional and the def2-TZVPD basis

Geometry (Å):
C1 0.713 -3.458 -0.301
N1 -0.211 -2.654 -0.991
C2 -0.611 -1.538 -0.720
C3 -1.319 -0.474 -0.533
O1 -2.659 -0.729 -0.149
C4 -3.324 0.467 -0.072
C5 -2.474 1.502 -0.431
C6 -1.104 1.011 -0.634
N2 -0.129 1.360 0.347
C7 1.274 1.179 0.347
C8 1.841 1.283 1.681
C9 2.058 0.919 -0.708
Cl1 1.691 1.068 -2.352
H1 1.127 -4.185 -0.995
H2 0.315 -4.054 0.494
H3 1.514 -2.895 -0.044
H4 -4.227 0.544 0.495
H5 -2.639 2.596 -0.466
H6 -0.732 1.426 -1.597
H7 -0.399 1.549 1.263
H8 2.863 1.712 1.537
H9 1.280 2.012 2.200
H10 2.052 0.415 2.275
H11 3.100 0.942 -0.647

The value obtained for the gap between HOMO and LUMO is 0.312 Eh. The calculation puts the highest occupied orbital energy at -0.282 Ha. The value obtained for the molecular weight is 198.65 g mol⁻¹. The total charge is 0. Its SMILES is CN=C=C1OC=C[C@H]1N/C(C)=C\Cl. As for the LUMO energy: 0.819 eV.

Table of natural (NBO) atomic charges, one value per atom, all in e: -0.427, -0.374, 0.379, 0.057, -0.464, 0.153, -0.319, -0.129, -0.595, 0.188, -0.642, -0.365, -0.012, 0.199, 0.209, 0.200, 0.214, 0.229, 0.238, 0.381, 0.226, 0.212, 0.233, 0.209



Molecular formula: C9H11ClN4
Method: DFT, the ωB97M-V functional and the def2-TZVPD basis

Geometry (Å):
C1 -0.732 1.359 -3.217
C2 2.363 -1.784 1.346
C3 0.620 1.298 -2.931
C4 1.299 -2.292 1.996
C5 -1.327 0.787 -2.087
C6 1.858 -0.898 0.445
C7 -1.875 -0.531 0.463
C8 -0.130 1.833 1.822
C9 -0.510 -0.067 0.123
N1 0.852 0.683 -1.758
N2 0.169 -1.745 1.588
N3 -0.348 0.455 -1.183
N4 0.515 -0.893 0.608
Cl1 -1.112 1.224 3.038
H1 -1.247 1.700 -4.106
H2 3.368 -2.067 1.432
H3 1.307 1.586 -3.597
H4 1.185 -3.022 2.886
H5 -2.393 0.522 -1.775
H6 2.296 -0.630 -0.425
H7 -2.547 -1.126 -0.198
H8 -2.553 0.311 0.794
H9 -1.680 -1.135 1.308
H10 -0.307 2.883 1.424
H11 0.927 1.551 2.002

The value obtained for the gap between HOMO and LUMO (alpha / beta) is 0.272 / 0.281 Eh. The calculation puts the highest occupied orbital energy (alpha / beta) at -0.274 / -0.298 Ha. The value obtained for the molecular weight is 210.67 g mol⁻¹. The total charge is 0. As for the LUMO energy (alpha / beta): -0.044 / -0.448 eV.

Table of natural (NBO) atomic charges, one value per atom, all in e: -0.339, -0.329, -0.032, -0.032, -0.030, -0.031, -0.731, -0.448, 0.436, -0.288, -0.291, -0.215, -0.214, 0.028, 0.236, 0.227, 0.200, 0.218, 0.228, 0.241, 0.236, 0.237, 0.288, 0.208, 0.197



Molecular formula: C9H11CoN2O10P2
Method: DFT, the ωB97M-V functional and the def2-TZVPD basis

Geometry (Å):
Co1 -0.543 -0.883 -0.480
N1 -3.510 0.298 1.972
C1 -2.491 1.315 1.501
C2 -2.775 2.663 2.145
P1 -2.840 1.360 -0.347
O1 -2.393 2.827 -0.781
O2 -4.314 1.194 -0.365
O3 -1.953 0.363 -1.056
P2 -0.832 0.623 1.793
O4 -0.670 0.877 3.367
O5 0.178 1.309 0.949
O6 -1.022 -0.868 1.523
H1 -4.315 0.420 1.318
H2 -3.765 0.427 2.949
H3 -3.099 -0.636 1.850
H4 -3.748 3.044 1.831
H5 -2.017 3.378 1.834
H6 -2.742 2.587 3.234
H7 -1.492 2.822 -1.128
H8 0.231 0.759 3.692
O7 5.732 -2.828 -2.447
C3 5.563 -1.633 -2.530
O8 6.020 -0.567 -2.826
C4 3.935 -1.410 -1.916
C5 3.695 -0.203 -1.298
C6 2.409 -0.010 -0.824
N2 1.459 -0.935 -0.979
C7 1.729 -2.089 -1.593
C8 2.994 -2.391 -2.080
C9 0.572 -3.092 -1.732
O9 0.810 -4.152 -2.268
O10 -0.545 -2.670 -1.254
H9 4.457 0.555 -1.204
H10 2.110 0.892 -0.306
H11 3.173 -3.348 -2.545

As for the spin multiplicity: 5. The value obtained for the gap between HOMO and LUMO (alpha / beta) is 0.343 / 0.234 Eh. The calculation puts the highest occupied orbital energy (alpha / beta) at -0.358 / -0.362 Ha. The value obtained for the molecular weight is 428.07 g mol⁻¹. The total charge is 0. The expectation value of S² is 6.0142. As for the LUMO energy (alpha / beta): -0.416 / -3.469 eV.

Table of natural (NBO) atomic charges, one value per atom, all in e: 1.571, -0.715, -0.648, -0.634, 2.408, -0.986, -1.129, -1.212, 2.361, -1.003, -1.148, -1.202, 0.480, 0.423, 0.464, 0.235, 0.258, 0.218, 0.518, 0.519, -0.430, 0.805, -0.502, 0.103, -0.272, 0.067, -0.549, 0.134, -0.243, 0.742, -0.607, -0.822, 0.261, 0.248, 0.287



Molecular formula: C9H11N2O10P2W
Method: DFT, the ωB97M-V functional and the def2-TZVPD basis

Geometry (Å):
W1 -0.153 -0.427 -0.052
O1 0.865 -0.982 -3.940
C1 0.232 -0.845 -2.950
O2 0.766 -0.685 -1.708
C2 -1.266 -0.825 -2.854
C3 -2.191 -1.016 -3.860
C4 -3.539 -0.998 -3.508
C5 -3.932 -0.790 -2.187
C6 -2.941 -0.588 -1.251
N1 -1.659 -0.598 -1.607
C7 -3.090 -0.327 0.218
O3 -4.107 -0.302 0.822
O4 -1.861 -0.095 0.756
H1 -1.857 -1.185 -4.874
H2 -4.292 -1.152 -4.269
H3 -4.971 -0.782 -1.888
N2 3.615 0.812 1.755
C8 2.476 1.714 2.056
C9 1.900 1.609 3.428
P1 0.964 -2.683 1.056
O5 0.470 -2.768 2.587
O6 1.294 -1.032 1.059
O7 -0.436 -2.338 0.272
P2 1.827 2.322 0.663
O8 0.935 3.569 1.008
O9 2.621 2.255 -0.570
O10 0.384 1.242 0.186
H4 3.344 -0.176 1.808
H5 4.398 0.977 2.390
H6 3.932 1.002 0.795
H7 1.542 0.600 3.665
H8 1.050 2.285 3.517
H9 2.618 1.905 4.198
H10 0.639 -3.620 3.008
H11 0.424 3.924 0.270

The value obtained for the gap between HOMO and LUMO is 0.223 Eh. The calculation puts the highest occupied orbital energy at -0.409 Ha. The value obtained for the molecular weight is 552.98 g mol⁻¹. The total charge is +1. As for the LUMO energy: -5.050 eV.

Table of Löwdin atomic charges, one value per atom, all in e: 1.886, 0.215, -0.446, -0.174, -0.128, 0.071, 0.030, 0.071, -0.130, 0.021, -0.455, 0.212, -0.172, 0.143, 0.132, 0.144, 0.150, -0.441, -0.092, 0.721, -0.230, -0.557, -0.537, 0.488, -0.089, -0.264, -0.424, 0.134, 0.167, 0.144, 0.074, 0.082, 0.079, 0.070, 0.106



Molecular formula: C9H11N2O3
Method: DFT, the ωB97M-V functional and the def2-TZVPD basis

Geometry (Å):
C1 1.820 -2.431 1.091
C2 1.161 -1.486 0.270
C3 0.507 -0.646 1.182
C4 -1.779 0.623 1.151
C5 1.176 -1.196 -1.231
C6 -0.028 -0.309 -1.596
C7 -0.170 1.005 -0.903
C8 -0.358 1.081 0.603
C9 -1.257 1.858 -1.571
N1 1.554 -2.257 2.390
N2 0.721 -1.100 2.433
O1 -2.338 -0.413 0.687
O2 -2.154 1.384 2.087
O3 0.042 2.197 1.164
H1 2.217 -3.364 0.729
H2 2.008 -0.608 -1.404
H3 1.354 -2.039 -1.964
H4 0.011 -0.216 -2.668
H5 -0.952 -1.029 -1.394
H6 0.866 1.460 -1.065
H7 -2.004 1.179 -1.466
H8 -1.096 2.002 -2.625
H9 -1.255 2.921 -1.224
H10 0.449 -0.836 3.366
H11 -0.495 2.220 1.956

The value obtained for the gap between HOMO and LUMO is 0.305 Eh. The calculation puts the highest occupied orbital energy at -0.174 Ha. The value obtained for the molecular weight is 195.20 g mol⁻¹. The total charge is -1. As for the LUMO energy: 3.548 eV.

Table of natural (NBO) atomic charges, one value per atom, all in e: -0.058, -0.230, 0.169, 0.714, -0.393, -0.388, -0.269, 0.313, -0.615, -0.331, -0.404, -0.754, -0.788, -0.705, 0.187, 0.185, 0.198, 0.195, 0.232, 0.183, 0.232, 0.189, 0.218, 0.413, 0.507